Computed, not measured: an isolated ion of composition C8H17O2 and charge +1, with wB97M-V/def2-TZVPD.

Geometry as XYZ:
```
27
Properties=species:S:1:pos:R:3:nbo_charge:R:1
C -0.5603 0.7416 1.7220 -0.110
C 0.0313 -0.6400 2.1522 -0.103
C -0.1631 1.0945 -0.6771 -0.055
C 0.7842 0.0524 -1.1688 0.680
C -0.0926 2.4434 -1.3936 -0.605
C 2.1989 0.2185 -1.2447 -0.793
C 0.0348 -1.0516 -1.7966 -0.763
C -1.5316 -2.1704 1.4927 -0.280
O 0.2005 1.4157 0.6895 -0.514
O -0.2618 -1.5872 1.2294 -0.562
H -1.5870 0.6280 1.3873 0.187
H -0.2812 1.3864 2.6164 0.230
H 1.2299 -0.5605 2.0873 0.197
H -0.1518 -0.9650 3.1873 0.207
H -1.2002 0.7293 -0.6215 0.213
H 0.8293 2.5895 -1.7535 0.208
H -0.1748 3.1340 -0.5956 0.267
H -0.8146 2.6396 -2.1337 0.240
H 2.5804 1.0970 -0.5986 0.296
H 2.3947 0.4662 -2.2933 0.334
H 2.6234 -0.7936 -1.1511 0.297
H -0.6203 -1.5421 -1.1027 0.307
H 0.7278 -1.8417 -2.2189 0.246
H -0.4601 -0.5976 -2.6670 0.297
H -1.8692 -2.8356 0.6687 0.209
H -1.6857 -2.7666 2.4144 0.201
H -2.1807 -1.2843 1.7696 0.168
```

For the frontier orbital gap, the calculation gives 7.30 eV. Its HOMO energy is -13.21 eV. The LUMO energy is -5.91 eV. Its spin multiplicity is 1. As for the charge: +1. The value obtained for the calculated total energy is -465.10714 hartree.

Computed, not measured: a single C2H3BrO molecule, with wB97M-V/def2-TZVPD.

Geometry as XYZ:
```
7
Properties=species:S:1:pos:R:3:nbo_charge:R:1
O 1.0053 -0.3417 1.3216 -0.516
C 0.9727 0.2268 0.2731 0.375
C -0.6502 -0.0938 -0.4399 -0.557
Br -1.6623 -0.9762 0.8706 0.095
H 1.9166 0.9481 0.1190 0.172
H -0.9241 0.8376 -0.7157 0.201
H -0.6580 -0.6008 -1.4288 0.230
```

For the frontier orbital gap, the calculation gives 10.77 eV. The calculation puts the relative energy (zero: lowest compared OMol25 entry of this formula, charge and spin) at 2.078 eV. As for the SMILES: O=CCBr. Its HOMO energy is -9.88 eV. The LUMO energy is 0.89 eV. Its spin multiplicity is 1. As for the charge: 0. The value obtained for the calculated total energy is -2727.17955 hartree.

Computed, not measured: a single C4H7NO molecule, with wB97M-V/def2-TZVPD.

Geometry as XYZ:
```
13
Properties=species:S:1:pos:R:3:nbo_charge:R:1
O -1.1555 -2.3731 -0.2680 -0.551
N -0.4481 -1.6639 0.7220 -0.053
C 0.1055 -0.5809 0.1296 -0.222
C -0.6080 0.7221 -0.4866 -0.369
C 0.6223 1.5382 -0.0588 -0.467
C 1.1273 0.3115 0.6462 -0.108
H -1.3853 -3.1868 0.1983 0.480
H -0.8613 0.6589 -1.5469 0.212
H -1.4969 0.9530 0.0991 0.212
H 1.2620 1.9632 -0.8421 0.212
H 0.3578 2.3517 0.6316 0.218
H 0.7212 -0.9114 -0.7518 0.243
H 1.7590 0.2177 1.5273 0.191
```

For the frontier orbital gap (alpha / beta), the calculation gives 9.35 / 7.50 eV. The calculation puts the relative energy (zero: lowest compared OMol25 entry of this formula, charge and spin) at 6.261 eV. Its HOMO energy (alpha / beta) is -8.66 / -7.47 eV. The LUMO energy (alpha / beta) is 0.68 / 0.03 eV. Its spin multiplicity is 1. As for the charge: 0. The value obtained for the calculated total energy is -286.40157 hartree.

Computed, not measured: a single CH2INO molecule, with wB97M-V/def2-TZVPD.

Geometry as XYZ:
```
6
Properties=species:S:1:pos:R:3:nbo_charge:R:1
O -1.7641 -0.6521 0.0589 -0.496
C -0.6300 -0.5384 0.4002 0.580
N 0.5941 0.2708 -0.3761 -0.928
I 0.3880 2.0025 -1.3490 0.347
H 0.0220 -1.1360 1.1277 0.128
H 1.3900 0.0532 0.1384 0.369
```

For the frontier orbital gap, the calculation gives 8.90 eV. The calculation puts the relative energy (zero: lowest compared OMol25 entry of this formula, charge and spin) at 2.261 eV. As for the SMILES: O=CNI. Its HOMO energy is -9.00 eV. The LUMO energy is -0.10 eV. Its spin multiplicity is 1. As for the charge: 0. The value obtained for the calculated total energy is -466.93051 hartree.

In order of appearance, max |F| = 4.192 4.310 3.583 5.835 eV/A.